(1)
The following is a quantum chemistry calculation of a molecular structure, C23H44NP3ScSe in a non-equilibrium geometry, from the Open Molecules 2025 dataset.

Molar mass (g/mol): 551.450
Energy above the lowest of the compared OMol25 structures with the same formula, charge and spin (kcal per mole): 93.9
Lowest unoccupied orbital energy (spin up / spin down) (hartree): -0.409 / -0.397
E_HOMO (spin up / spin down) (eV): -16.44 / -16.47

The geometry in ORCA input format:
```
! wB97M-V def2-TZVPD RIJCOSX def2/J DEFGRID3
* xyz 3 1
Se 0.5395 1.4740 -0.9833
Sc -1.7146 0.3294 0.0612
P -2.0386 -2.1718 -0.4365
P 1.2010 -1.3348 -1.5130
P 1.7511 -0.0194 1.6429
N -2.6263 1.4743 1.6937
C 0.6191 1.8243 -3.9173
C 2.8088 -0.5685 -1.9266
C -3.8120 -2.1154 0.0250
C 2.9886 3.3256 -3.8594
C -3.3828 0.5983 -1.2163
C 1.3928 0.4332 3.3874
C -1.0960 -2.3360 1.1299
C -2.3827 1.5880 -1.4758
C 2.6204 2.6536 -5.0363
C 0.5852 -1.6122 -3.2381
C -1.0405 2.6734 4.8521
C -1.8529 -3.7030 -1.3449
C 1.1086 2.3172 -2.6828
C -2.1348 1.5019 3.0543
C 3.0378 1.2465 1.2631
C -1.8933 0.4452 5.2104
C 1.4352 1.8999 -5.0500
C 2.1971 3.2220 -2.7014
C 2.8342 -1.4817 1.9274
C 1.8025 -3.0354 -1.1448
C -1.2770 1.5984 5.7095
C -2.3287 0.3898 3.8716
C -1.4467 2.6226 3.5043
H 2.4512 3.7642 -1.7827
H -0.9810 -1.1176 -1.3012
H -2.6869 2.4016 1.2680
H -3.9682 -1.7983 1.0673
H 3.5065 1.5868 2.1956
H -0.3455 1.3091 -3.9543
H -2.2250 -3.5915 -2.3731
H 0.9696 -3.7107 -0.9293
H -3.7040 -0.1378 -1.9752
H 2.2100 -2.3848 1.9627
H 2.5589 2.1002 0.7618
H -4.2007 -3.1385 -0.0882
H -0.5303 3.5546 5.2425
H -0.4194 -2.0485 -3.2359
H -4.2207 0.8881 -0.5595
H 3.8033 0.8315 0.5959
H 2.6690 0.4943 -2.1586
H -4.4376 -1.4774 -0.6110
H 3.5773 -1.5789 1.1249
H 1.2755 -2.3116 -3.7264
H -3.5667 1.0827 1.6148
H -2.4636 -4.4630 -0.8457
H 3.9174 3.9110 -3.8197
H 1.1347 1.3510 -5.9417
H -0.9723 1.6534 6.7696
H -0.4176 -3.1998 1.0090
H 3.3367 -1.3532 2.8944
H -1.2201 3.4634 2.8312
H 2.3114 0.3605 3.9890
H -2.5838 2.6031 -1.0786
H 3.5123 -0.6602 -1.0929
H -1.7469 1.5825 -2.3907
H 0.5582 -0.6646 -3.7851
H -1.7974 -2.5304 1.9567
H 2.4829 -3.0184 -0.2843
H 3.2537 2.7108 -5.9285
H 0.6357 -0.2477 3.7974
H 3.2106 -1.0779 -2.8109
H -0.4631 -1.4610 1.3990
H -2.7911 -0.5243 3.4879
H 0.9938 1.4542 3.4366
H -0.8177 -4.0551 -1.3824
H 2.3307 -3.3851 -2.0408
H -2.0351 -0.4062 5.8862
*
```



(2)
The following is a quantum chemistry calculation of a molecular structure, C23H44NP3SeV in a non-equilibrium geometry, from the Open Molecules 2025 dataset.

Molar mass (g/mol): 557.438
Energy above the lowest of the compared OMol25 structures with the same formula, charge and spin (kcal per mole): 0.0
Lowest unoccupied orbital energy (spin up / spin down) (hartree): -0.435 / -0.402
E_HOMO (spin up / spin down) (eV): -16.23 / -16.24
<S²>: 2.049

The geometry in ORCA input format:
```
! wB97M-V def2-TZVPD RIJCOSX def2/J DEFGRID3
* xyz 3 3
Se 1.1876 3.2915 -0.1309
V -0.1940 -0.4084 0.2187
P 1.2092 -1.4248 -1.2459
P 1.5797 -0.6262 1.9717
P -1.3948 -2.3354 0.7117
N -1.7961 1.0869 0.8576
C -2.1942 1.0663 3.2797
C -1.9029 1.6002 4.5486
C -0.5763 -3.6966 1.6423
C 1.6526 -3.2008 -1.1202
C -3.0624 0.3068 -3.5979
C -0.9248 3.5656 3.4945
C 2.5551 -2.1742 2.1945
C 3.0045 0.5331 2.1863
C -3.2827 1.3251 -4.4490
C -1.1974 3.0253 2.2385
C 0.9440 2.5852 -4.7818
C 2.1759 3.0273 -4.3079
C -1.2346 2.8324 4.6412
C -2.0345 -3.2121 -0.7689
C -2.9126 -2.1712 1.7102
C 0.8727 -0.4408 3.6532
C -0.0553 2.2474 -3.8798
C 0.1566 2.3783 -2.5212
C 0.5184 -1.2318 -2.9336
C 2.8368 -0.5920 -1.3643
C 1.3635 2.8934 -2.0238
C -1.7603 1.7522 2.1446
C 2.4205 3.1465 -2.9343
H 0.2803 -4.1077 1.1027
H 3.2758 -2.2908 1.3755
H -0.4146 -1.8016 -3.0642
H -2.1380 1.0297 5.4408
H -0.2214 -3.3422 2.6142
H 2.5249 3.8240 0.0583
H 3.5862 0.2548 3.0818
H 1.6312 -0.6557 4.4242
H -3.5181 -3.0824 1.6340
H 3.3840 3.4505 -2.5213
H -1.7971 1.7779 0.1049
H 2.6166 1.5508 2.3111
H -0.9430 3.2129 5.6161
H 2.6825 0.4954 -1.4088
H 0.7690 -3.8463 -1.1877
H 0.7367 2.5078 -5.8357
H -1.2722 -3.7898 -1.2993
H 0.3085 -0.1706 -3.1397
H -0.4310 4.5412 3.5577
H -2.4600 -2.4949 -1.4770
H -3.7773 1.1031 -5.4152
H 3.6657 0.4944 1.3112
H 3.4750 -0.8337 -0.5013
H -2.7115 0.6305 0.7581
H 3.1109 -2.0969 3.1428
H -2.8298 -3.9024 -0.4641
H 0.5381 0.5975 3.7709
H 2.3326 -3.4137 -1.9548
H -2.7258 0.1209 3.1809
H -2.4829 0.4247 -2.6762
H 0.0074 -1.1032 3.7929
H 1.9150 -3.0621 2.2342
H 1.2759 -1.5858 -3.6470
H 2.1624 -3.4107 -0.1720
H -0.6534 2.1051 -1.8335
H -0.9450 3.5775 1.3264
H 2.9478 3.2823 -5.0324
H -3.5381 -1.3362 1.3798
H 3.3289 -0.9276 -2.2870
H -1.0329 1.8882 -4.1891
H -1.2881 -4.5118 1.8201
H -2.6715 -2.0083 2.7657
H -3.1163 2.4094 -4.2943
H -3.5418 -0.6534 -3.8369
*
```



(3)
The following is a quantum chemistry calculation of a molecular structure, C23H45Cl2N5O4PY in a non-equilibrium geometry, from the Open Molecules 2025 dataset.

Molar mass (g/mol): 646.430
Lowest unoccupied orbital energy (hartree): -0.002
E_HOMO (eV): -5.45

The geometry in ORCA input format:
```
! wB97M-V def2-TZVPD RIJCOSX def2/J DEFGRID3
* xyz 0 1
Y -0.5774 0.0612 0.0311
Cl 0.5173 2.4565 -0.2279
Cl -2.4107 1.3454 1.4520
P -0.2371 -0.0500 3.6198
O -0.6662 -2.2483 -0.2640
O 1.6923 -0.3855 -0.3985
O 1.9366 -0.3934 -4.2981
O -0.0768 -0.5695 2.1976
N 0.0159 -4.2828 -1.0570
N 0.4525 -1.1231 4.7223
N -1.8038 -0.0009 4.0675
N 0.6967 1.3095 3.8165
N 3.4187 0.7119 -1.4514
C -0.4887 1.7476 -5.8558
C -4.3125 1.7283 -1.8706
C -0.5655 3.0856 -6.2509
C 0.6530 3.7034 -4.1829
C 3.8791 1.4692 -0.3092
C 0.2917 -2.5588 4.5406
C 0.1455 4.0393 -5.4672
C 0.8312 0.0087 -4.6718
C 2.4879 -0.2485 -1.3489
C -2.7798 -1.2274 -2.0160
C 1.9758 1.3148 3.0832
C 0.0780 -2.9549 -0.9966
C -0.9402 -5.0142 -0.2391
C 3.8593 1.2012 -2.7332
C 0.3572 1.3998 -4.7954
C 0.7403 2.3572 -3.8450
C -2.4773 1.1205 4.6720
C 0.1540 2.6447 4.0364
C 1.5384 -0.7986 5.6232
C -2.5160 0.0043 -1.2325
C -2.9257 1.2141 -1.6377
C -2.7007 -1.0056 3.4999
C 0.8708 -5.0123 -1.9755
H -2.1874 -1.6607 2.7904
H 3.8446 0.8915 0.6117
H -3.3900 -1.0334 -2.9302
H 0.2732 -5.5926 -2.6859
H 2.5052 -1.1137 5.1982
H -3.5054 0.7986 4.9050
H -3.1374 -1.6096 4.3036
H 1.0026 3.3341 4.0934
H -0.5077 2.9496 3.2136
H 2.7875 1.5626 3.7868
H -1.0988 3.3700 -7.1631
H -3.5053 -0.5076 2.9503
H 1.0018 4.4758 -3.4942
H 4.9079 1.7631 -0.5298
H 0.8329 -2.4880 -1.6486
H 4.9473 1.1709 -2.7969
H 0.6379 -3.0375 5.4637
H 0.0299 -0.7509 -4.7067
H -4.4971 2.6056 -1.2092
H 0.9051 -2.9163 3.6955
H 3.2730 2.3709 -0.2016
H 3.4389 0.5921 -3.5274
H -1.0463 0.9443 -6.3486
H -5.1014 0.9492 -1.7918
H -1.8726 -1.6816 -2.4783
H -2.2254 2.0494 -1.8132
H 1.9539 2.0465 2.2593
H 1.5663 0.2716 5.8483
H -4.2447 2.1756 -2.8976
H 0.2153 5.0616 -5.8479
H -0.7573 -2.8371 4.3761
H -3.2594 -2.0067 -1.4267
H 2.4368 -0.9641 -2.1928
H 2.1946 0.3392 2.6365
H 3.5364 2.2379 -2.8601
H -0.3941 2.6817 4.9821
H 1.3695 -1.3567 6.5532
H -1.9968 1.4620 5.5986
H -1.5589 -4.2964 0.3008
H -1.5633 -5.6434 -0.8862
H -0.4127 -5.6607 0.4733
H 1.4899 -4.3153 -2.5384
H 1.5260 -5.7052 -1.4396
H 1.0324 2.0577 -2.8294
H -2.5607 1.9672 3.9669
*
```